120
Properties=species:S:1:pos:R:3:forces:R:3:lowdin_charge:R:1 method="wB97M-V/def2-TZVPD" charge=0 gap_ha=0.3501 multiplicity=1 homo_energy_ev=-9.46
H -5.39411 4.36848 1.90904 -0.016 -0.051 0.008 0.048
N -5.87260 3.71963 1.27910 0.064 0.163 -0.053 0.091
C -5.57447 2.51872 1.54196 -0.063 -0.273 -0.170 -0.338
C -4.62421 1.99932 2.57853 -0.179 0.125 0.134 -0.209
Si -3.09283 1.36834 1.73072 -0.035 0.089 0.035 0.385
O -3.47073 0.27574 0.55885 0.084 -0.175 0.096 -0.142
O -2.12822 0.65220 2.86948 0.114 0.418 -0.181 -0.242
Si -0.52258 0.34535 2.90402 0.359 -0.487 -0.042 0.387
C 0.06354 -0.30956 1.24779 -0.086 0.003 -0.048 -0.174
C 1.14423 -1.36166 1.33046 -0.243 -0.193 -0.011 -0.280
N 2.10466 -1.25769 2.14531 0.273 0.037 -0.101 0.116
H 2.72416 -2.06879 2.08008 -0.053 0.024 -0.112 0.044
N -0.02432 -0.61768 4.18023 -0.876 -0.392 -0.069 -0.079
C -0.60668 -0.56608 5.53575 0.183 -0.003 0.083 -0.280
C 0.51327 -0.46856 6.57037 0.192 0.170 0.060 -0.086
S 0.25311 2.40621 3.48286 0.079 -0.227 -0.229 0.702
O 0.35399 2.38244 4.92136 -0.066 0.187 0.113 -0.320
O -0.46505 3.46008 2.80549 -0.081 0.129 0.089 -0.357
C 2.06539 2.65218 2.99068 -0.169 -0.062 0.069 -0.476
F 2.43858 3.77020 3.63544 -0.036 -0.073 -0.037 0.121
F 2.74243 1.59953 3.48961 0.078 0.214 0.003 0.101
C 2.51804 2.79170 1.50239 -0.069 0.214 -0.019 -0.364
F 3.74011 3.36805 1.53306 0.263 -0.043 -0.023 0.150
F 2.63506 1.56204 0.97846 -0.027 -0.230 -0.062 0.135
C 1.66058 3.64100 0.53208 0.022 -0.051 0.193 -0.358
F 1.37935 4.81012 1.10975 -0.103 0.170 0.031 0.177
F 0.52382 2.98064 0.26522 -0.065 -0.134 -0.079 0.140
C 2.37672 3.94031 -0.83320 0.194 -0.009 -0.155 -0.525
F 1.47916 3.94685 -1.82085 0.162 0.077 0.181 0.182
F 2.97949 5.12503 -0.78783 -0.075 -0.135 -0.019 0.187
F 3.30502 3.01483 -1.12224 -0.214 0.060 -0.022 0.163
H -6.02340 1.74941 0.90372 -0.076 0.066 0.095 0.081
H -4.36374 2.77843 3.30395 0.030 -0.084 -0.053 0.090
H -5.09772 1.16774 3.11525 0.095 0.039 -0.017 0.094
H -2.37983 2.44589 1.03570 0.022 -0.007 -0.056 0.041
H -3.74178 -0.60055 0.85360 -0.101 0.076 -0.123 0.073
H 0.36996 0.47876 0.55119 -0.028 0.023 0.140 0.076
H -0.82746 -0.75734 0.78830 0.054 0.081 0.018 0.080
H 1.01612 -2.21993 0.66150 0.072 0.178 0.170 0.089
H 0.07758 -1.58750 3.88820 0.529 0.041 0.063 0.043
H -1.29048 0.28114 5.62502 0.102 -0.026 -0.039 0.097
H -1.19030 -1.47918 5.69062 -0.041 0.160 0.036 0.115
H 0.82606 -1.45814 6.91570 -0.030 0.078 -0.040 0.051
H 1.35934 0.02997 6.09108 -0.015 -0.054 0.127 0.068
H 0.24729 0.13372 7.44223 -0.146 -0.147 -0.036 0.074
O 6.64131 -2.58073 -0.26757 0.168 -0.059 -0.012 -0.322
S 6.16327 -1.87605 0.89855 -0.282 0.101 -0.001 0.669
O 5.45467 -2.61344 1.91698 -0.016 -0.065 0.063 -0.332
C 7.49420 -0.92418 1.62518 0.060 0.035 -0.020 -0.222
C 7.41459 0.42370 0.91527 -0.039 0.000 -0.027 -0.210
C 5.92123 0.77610 0.84076 0.055 -0.050 0.014 -0.205
C 5.18629 -0.47431 0.34651 -0.131 0.250 0.137 -0.209
H 8.42446 -1.46745 1.47547 -0.018 -0.030 -0.006 0.109
H 7.27474 -0.83604 2.68903 -0.010 -0.014 -0.002 0.110
H 7.98566 1.18229 1.44821 -0.003 0.002 -0.003 0.118
H 7.83093 0.33603 -0.09067 0.010 -0.003 0.004 0.120
H 5.55498 1.04981 1.83201 0.003 -0.014 0.006 0.117
H 5.73552 1.62089 0.17948 -0.008 0.008 0.014 0.112
H 4.18710 -0.57226 0.76747 -0.022 -0.044 -0.033 0.074
H 5.14162 -0.52088 -0.73993 0.091 -0.053 0.041 0.087
O -7.29170 0.23901 -3.35593 0.031 -0.003 -0.032 -0.328
S -7.24852 1.18971 -2.26982 0.072 0.064 0.077 0.661
O -7.49675 0.74263 -0.92088 -0.001 -0.074 0.011 -0.333
C -5.69765 2.08137 -2.34627 0.064 0.071 -0.016 -0.226
C -6.00360 3.27033 -3.24860 0.007 0.001 -0.107 -0.214
C -7.37178 3.79956 -2.80089 -0.005 -0.004 0.039 -0.203
C -8.30549 2.59043 -2.67181 -0.014 0.095 0.005 -0.210
H -4.93579 1.40238 -2.72353 -0.025 -0.042 0.021 0.106
H -5.45060 2.39646 -1.33205 -0.034 0.010 -0.007 0.083
H -5.22965 4.03296 -3.17038 -0.010 0.008 0.010 0.118
H -6.05718 2.95173 -4.29305 0.003 0.017 -0.004 0.093
H -7.27149 4.29640 -1.83399 0.005 -0.041 0.019 0.114
H -7.77428 4.52095 -3.51018 0.007 -0.003 -0.005 0.115
H -9.03778 2.69085 -1.87465 -0.012 -0.039 -0.009 0.102
H -8.80048 2.34567 -3.60993 0.032 -0.027 -0.009 0.105
O 1.96255 -3.20107 -1.00837 0.041 -0.023 -0.022 -0.335
S 2.48491 -3.78711 -2.22216 0.099 -0.095 -0.191 0.678
O 1.83879 -4.93929 -2.79382 -0.039 0.017 0.045 -0.317
C 2.64506 -2.48569 -3.44674 0.017 0.049 0.006 -0.223
C 4.04135 -1.92916 -3.19873 0.006 -0.007 0.009 -0.216
C 4.95772 -3.14372 -2.99298 -0.001 0.073 0.009 -0.207
C 4.24845 -4.08118 -2.01269 0.054 0.017 -0.002 -0.208
H 1.83630 -1.77594 -3.28846 -0.025 -0.023 0.007 0.106
H 2.55356 -2.94874 -4.42896 0.010 -0.024 0.015 0.108
H 4.37797 -1.30169 -4.02309 -0.016 0.002 -0.001 0.118
H 4.02582 -1.31579 -2.29445 -0.018 -0.010 -0.052 0.092
H 5.12632 -3.63803 -3.95165 -0.056 -0.044 0.018 0.119
H 5.92380 -2.84935 -2.58868 0.012 -0.030 -0.011 0.095
H 4.43825 -5.13647 -2.19137 -0.039 -0.003 0.002 0.107
H 4.48887 -3.83236 -0.98056 -0.012 -0.014 0.001 0.083
O -6.74909 2.91354 -6.94634 -0.053 0.019 0.041 -0.330
S -6.36849 1.79454 -7.77541 0.038 -0.066 0.088 0.661
O -7.33478 1.16398 -8.63473 -0.049 0.072 -0.023 -0.319
C -4.91373 2.26556 -8.71105 0.094 -0.046 0.007 -0.231
C -3.75154 1.87596 -7.80383 -0.018 -0.001 0.015 -0.223
C -4.10603 0.49638 -7.23002 -0.023 0.019 0.011 -0.211
C -5.55682 0.56150 -6.74158 0.075 -0.039 -0.019 -0.210
H -4.98196 3.32790 -8.93207 -0.047 -0.002 0.005 0.106
H -4.92325 1.68531 -9.63351 -0.002 0.001 0.002 0.107
H -2.81071 1.85886 -8.35244 0.005 -0.005 0.011 0.113
H -3.65496 2.60417 -6.99539 -0.003 0.008 -0.007 0.117
H -4.01175 -0.25854 -8.01290 -0.009 0.007 -0.009 0.116
H -3.43805 0.21240 -6.41798 0.008 -0.010 -0.011 0.113
H -6.10048 -0.37290 -6.85293 -0.026 0.015 0.023 0.108
H -5.64025 0.90676 -5.71237 -0.039 0.011 -0.006 0.083
O 0.73333 -4.36764 6.21864 0.000 0.038 0.041 -0.315
S 1.43587 -4.12350 4.98459 0.053 -0.122 -0.068 0.669
O 0.72085 -3.54445 3.86910 -0.106 0.067 -0.004 -0.339
C 2.93478 -3.20312 5.32186 0.049 0.044 -0.066 -0.219
C 3.98429 -4.28355 5.55453 -0.008 -0.022 0.006 -0.211
C 3.74868 -5.34496 4.47157 -0.028 0.014 -0.021 -0.205
C 2.24445 -5.63830 4.44259 0.087 -0.033 -0.025 -0.211
H 2.75139 -2.55154 6.17226 -0.044 0.001 -0.009 0.096
H 3.14841 -2.60523 4.43435 -0.001 0.010 0.020 0.095
H 4.98978 -3.86899 5.50278 0.001 -0.005 -0.017 0.116
H 3.85109 -4.72134 6.54633 -0.001 0.007 0.006 0.120
H 4.07035 -4.95606 3.50337 -0.001 0.033 0.013 0.111
H 4.31535 -6.25406 4.66661 0.008 0.000 -0.007 0.115
H 1.86554 -5.87915 3.45245 -0.036 0.003 0.017 0.103
H 1.95353 -6.41323 5.14946 -0.004 0.029 0.034 0.104